38
Properties=species:S:1:pos:R:3 method="wB97M-V/def2-TZVPD" homo_lumo_gap_ev=10.02 smiles="O=C(CC1CCCCC1)NCc1ccccc1" multiplicity=1 max_force_ha_per_bohr=0.01310 relative_energy_kj_mol=0.0 total_charge=0
O -2.26061 -0.91305 -1.73419
C -2.13717 -0.08695 -0.85445
C -1.72958 1.34858 -1.12479
C -0.22114 1.41257 -1.41311
C 0.16150 2.80115 -1.94987
C 1.63806 3.12675 -1.69296
C 2.47628 1.85428 -1.72618
C 2.09422 0.93755 -0.55774
C 0.61737 1.09643 -0.17508
N -2.34523 -0.37522 0.45311
C -2.52788 -1.73586 0.92383
C -1.24143 -2.26770 1.50225
C -1.07925 -2.43534 2.86992
C 0.13070 -2.87081 3.38374
C 1.19170 -3.13129 2.53432
C 1.03819 -2.96276 1.16775
C -0.17221 -2.53519 0.65410
H -2.26860 1.69030 -2.01001
H -1.98191 1.99608 -0.28307
H -0.00502 0.65648 -2.17405
H -0.04489 2.83671 -3.02096
H -0.46104 3.56127 -1.47217
H 1.75573 3.60035 -0.71639
H 1.99449 3.83414 -2.44365
H 2.30423 1.34451 -2.67564
H 3.53836 2.09960 -1.67347
H 2.28953 -0.10001 -0.83401
H 2.71335 1.16480 0.31229
H 0.27292 0.17654 0.30062
H 0.50087 1.90813 0.54734
H -2.12616 0.31865 1.15035
H -2.82646 -2.32165 0.05041
H -3.32867 -1.75489 1.66846
H -1.90524 -2.22995 3.53672
H 0.24534 -3.00329 4.44970
H 2.13643 -3.46693 2.93581
H 1.86354 -3.16762 0.50187
H -0.30032 -2.40638 -0.41080